Here is the molecule C2H5N3S in a non-equilibrium geometry from the Open Molecules 2025 dataset. Energies are from the ωB97M-V functional and the def2-TZVPD basis.

Element x y z (Å)
1 C -0.5125 1.4759 -0.6242
2 C -0.1917 -0.6646 1.4350
3 N -0.9265 1.4634 0.6210
4 N -0.9973 0.6478 1.4951
5 N 0.3849 -0.8063 0.1452
6 S 1.9789 -0.6765 -0.1553
7 H -0.6089 0.6742 -1.3013
8 H -0.2801 2.3757 -1.0107
9 H 0.3540 -0.5732 2.3555
10 H -1.0978 -1.2630 1.4954
11 H 1.7850 -0.3162 -1.4457

Summary:
ΔE to the lowest compared entry with this formula, charge and spin ... 5.9401 eV
E_tot ... -17455.17185 eV
2S+1 ... 1
Frontier orbital gap (alpha / beta) ... 6.871 / 7.951 eV
Lowest unoccupied orbital energy (alpha / beta) ... -0.7957 / -0.3205 eV